--- one ---
The following is a quantum chemistry calculation of a cluster of 2 separate species, C2H7N3 in total, from the OMol25 dataset.

XYZ file:
```
12
C2H7N3 ωB97M-V with the def2-TZVPD basis set
C -1.113 1.166 1.221
C -1.206 0.466 -0.953
N 2.207 -0.223 -0.640
N 1.921 0.834 -1.052
N -0.967 0.220 0.409
H -0.860 0.976 2.254
H -1.563 2.155 0.968
H 3.046 -0.333 0.032
H -0.291 1.020 -1.432
H -1.291 -0.440 -1.461
H -2.064 1.122 -1.148
H 1.851 -1.169 -1.101
```

orbital gap	9.0406	eV
E_HOMO	-0.2973	hartree

=====

--- two ---
The following is a quantum chemistry calculation of an isolated molecule of C2H7N3, from the OMol25 dataset.

XYZ file:
```
12
C2H7N3 ωB97M-V with the def2-TZVPD basis set
C 2.437 -0.019 0.081
N 0.966 -0.350 0.016
C 0.035 0.540 -0.160
N -1.204 -0.162 -0.387
N -2.228 0.038 0.298
H 2.956 -0.085 -0.864
H 2.854 -0.936 0.858
H 2.664 1.159 0.571
H -0.073 1.581 0.000
H -0.760 -1.166 -0.454
H -2.972 -0.028 -0.411
H -2.233 -0.330 1.281
```

orbital gap	9.8629	eV
E_HOMO	-0.3173	hartree
SMILES	C/N=C/NN

=====

--- three ---
The following is a quantum chemistry calculation of a structure of composition C2H7N3, from the OMol25 dataset.

XYZ file:
```
12
C2H7N3 ωB97M-V with the def2-TZVPD basis set
C -0.577 0.765 0.529
C 0.523 -0.219 0.013
H -1.969 -1.739 0.476
H -2.548 0.090 -1.379
H -0.394 2.073 -0.052
H -0.198 0.879 2.068
H 2.225 -0.242 -1.257
H 1.558 1.348 -0.694
H 1.373 -1.915 0.306
N -1.990 -0.038 0.238
N 1.390 0.359 -0.919
N 0.607 -1.360 0.671
```

orbital gap	8.0991	eV
E_HOMO	-0.3245	hartree

=====

Which one sits at the top of the stability order? two does.

=====

--- one ---
The following is a quantum chemistry calculation of an isolated molecule of C4H11N3, from the OMol25 dataset.

XYZ file:
```
18
C4H11N3 ωB97M-V with the def2-TZVPD basis set
H 3.699 -1.242 -0.019
N 2.965 -0.544 0.033
C 1.929 -1.043 -0.531
N 0.687 -0.564 -0.748
C 0.337 0.810 -0.332
C -1.207 0.968 -0.506
C -2.065 -0.012 0.288
N -2.287 0.340 1.689
H 2.094 -2.043 -0.947
H 0.172 -0.800 -1.579
H 0.715 0.853 0.686
H 0.767 1.547 -1.020
H -1.312 0.620 -1.550
H -1.451 2.033 -0.402
H -1.621 -1.008 0.242
H -3.057 0.026 -0.174
H -1.585 0.034 2.335
H -2.676 1.255 1.815
```

orbital gap	9.8247	eV
E_HOMO	-0.3277	hartree
SMILES	[H]/N=C/NCCCN

=====

--- two ---
The following is a quantum chemistry calculation of an isolated molecule of C4H11N3, from the OMol25 dataset.

XYZ file:
```
18
C4H11N3 ωB97M-V with the def2-TZVPD basis set
H 0.200 3.596 -1.181
N 0.596 2.745 -1.549
C 0.920 1.788 -0.767
N 1.828 1.779 0.251
N 0.214 0.598 -0.915
C 0.278 -0.799 -0.446
C -1.139 -1.250 0.049
C -1.192 -1.962 1.371
H 1.789 1.097 0.991
H 2.348 2.626 0.320
H -0.375 0.688 -1.731
H 0.874 -0.774 0.470
H 0.618 -1.418 -1.256
H -1.763 -0.367 -0.160
H -1.651 -1.867 -0.706
H -1.216 -1.284 2.226
H -0.301 -2.544 1.586
H -2.027 -2.654 1.447
```

orbital gap	9.0218	eV
E_HOMO	-0.2990	hartree
SMILES	[H]/N=C(\N)NCCC

=====

Which one sits at the top of the stability order? one does.

=====

--- one ---
The following is a quantum chemistry calculation of an isolated molecule of C4H11N3, from the OMol25 dataset.

XYZ file:
```
18
C4H11N3 ωB97M-V with the def2-TZVPD basis set
C -0.702 -2.306 -0.520
C -0.252 -0.988 0.017
C 0.375 -0.938 1.546
N -0.320 0.040 -0.694
C 0.240 1.299 -0.293
N 1.339 1.607 -1.166
N -0.793 2.319 -0.383
H -1.105 -2.189 -1.522
H 0.137 -2.999 -0.551
H -1.465 -2.731 0.133
H 0.834 -1.907 1.704
H 1.141 -0.231 1.853
H -0.483 -0.881 2.215
H 0.624 1.132 0.782
H 1.855 2.450 -0.929
H 1.060 1.482 -2.137
H -1.715 1.895 -0.465
H -0.770 2.947 0.411
```

orbital gap	9.7650	eV
E_HOMO	-0.3233	hartree
SMILES	CC(C)=NC(N)N

=====

--- two ---
The following is a quantum chemistry calculation of an isolated molecule of C4H11N3, from the OMol25 dataset.

XYZ file:
```
18
C4H11N3 ωB97M-V with the def2-TZVPD basis set
H -0.815 -3.507 0.271
N -0.787 -2.543 -0.051
C 0.384 -2.084 -0.304
C 0.530 -0.655 -0.699
C 0.060 0.108 0.606
N -1.340 -0.005 0.824
N 0.570 1.449 0.747
C 0.079 2.421 -0.210
H 1.301 -2.674 -0.199
H 1.567 -0.409 -0.932
H -0.147 -0.398 -1.515
H 0.576 -0.524 1.394
H -1.843 0.434 0.058
H -1.560 -1.118 0.600
H 1.585 1.433 0.747
H 0.560 3.377 -0.005
H -0.995 2.537 -0.073
H 0.277 2.158 -1.260
```

orbital gap	9.4016	eV
E_HOMO	-0.3097	hartree
SMILES	[H]/N=C/C[C@H](N)NC

=====

Which one sits at the top of the stability order? one does.

=====

--- one ---
The following is a quantum chemistry calculation of an isolated molecule of C4H11N3, from the OMol25 dataset.

XYZ file:
```
18
C4H11N3 ωB97M-V with the def2-TZVPD basis set
H 2.597 -1.616 -0.547
N 1.618 -1.457 -0.296
C 1.394 -0.306 0.199
N 2.352 0.638 0.481
C 0.071 -0.336 1.425
C -1.144 -0.315 0.544
N -0.992 0.666 -0.480
C -1.947 0.545 -1.556
H 2.079 1.551 0.798
H 3.304 0.489 0.184
H 0.209 0.604 1.953
H 0.156 -1.222 2.046
H -1.332 -1.334 0.173
H -1.906 0.038 1.273
H 0.201 0.445 -0.669
H -2.028 -0.469 -1.976
H -2.943 0.828 -1.198
H -1.688 1.247 -2.352
```

orbital gap	9.3936	eV
E_HOMO	-0.3139	hartree
SMILES	[H]/N=C(\N)CCNC

=====

--- two ---
The following is a quantum chemistry calculation of a cluster of 2 separate species, C4H11N3 in total, from the OMol25 dataset.

XYZ file:
```
18
C4H11N3 ωB97M-V with the def2-TZVPD basis set
C -1.898 -1.282 1.225
C 2.606 0.028 0.419
N -1.896 0.050 0.649
N 0.858 0.197 0.633
C 1.161 0.712 -0.462
N -2.130 0.005 -0.745
C 1.031 1.234 -1.673
H -1.039 0.560 0.913
H -1.309 -0.289 -1.274
H -2.417 0.926 -1.057
H -1.674 -1.198 2.289
H -1.160 -1.954 0.766
H -2.893 -1.709 1.095
H 3.309 0.811 0.129
H 2.829 -0.933 -0.040
H 2.694 -0.047 1.501
H 1.733 1.018 -2.460
H 0.195 1.872 -1.910
```

orbital gap	8.7907	eV
E_HOMO	-0.2970	hartree

=====

Which one sits at the top of the stability order? one does.

=====

--- one ---
The following is a quantum chemistry calculation of an isolated molecule of C4H11N3, from the OMol25 dataset.

XYZ file:
```
18
C4H11N3 ωB97M-V with the def2-TZVPD basis set
N 2.382 -0.915 0.796
C 1.638 -0.147 -0.180
C 0.316 -0.331 -0.365
N -0.287 -1.602 -0.315
C -0.484 0.775 -0.983
C -1.286 1.548 0.047
N -2.158 0.671 0.841
H 2.852 -0.250 1.400
H 3.152 -1.405 0.338
H 2.127 0.707 -0.637
H -0.928 -1.687 -1.084
H 0.387 -2.323 -0.124
H 0.195 1.489 -1.456
H -1.100 0.415 -1.820
H -0.531 1.988 0.702
H -1.942 2.323 -0.340
H -1.640 -0.101 1.238
H -2.636 1.182 1.568
```

orbital gap	8.7224	eV
E_HOMO	-0.2873	hartree
SMILES	N/C=C(\N)CCN

=====

--- two ---
The following is a quantum chemistry calculation of a structure of composition C4H11N3, from the OMol25 dataset.

XYZ file:
```
18
C4H11N3 ωB97M-V with the def2-TZVPD basis set
C 0.886 -0.493 -0.154
C -0.760 0.918 1.360
C 1.453 0.386 -1.263
C -0.442 -0.091 0.309
N -2.611 -0.452 -0.444
N 1.839 -0.657 0.922
N -1.274 -0.851 -0.367
H 0.071 -1.354 -0.878
H -3.116 -1.088 -1.045
H -2.743 0.511 -0.744
H 2.786 -0.754 0.580
H 1.620 -1.460 1.497
H 0.123 1.067 1.977
H -1.022 1.878 0.905
H -1.608 0.600 1.969
H 0.704 0.583 -2.030
H 1.785 1.347 -0.854
H 2.310 -0.093 -1.740
```

orbital gap	8.8931	eV
E_HOMO	-0.2892	hartree

=====

--- three ---
The following is a quantum chemistry calculation of an isolated molecule of C4H11N3, from the OMol25 dataset.

XYZ file:
```
18
C4H11N3 ωB97M-V with the def2-TZVPD basis set
H -1.916 2.913 1.756
N -1.435 2.026 1.737
C -1.838 1.472 0.623
N -1.242 0.517 -0.157
C -0.572 -0.768 0.488
C 0.931 -0.602 0.715
C 1.711 -1.112 -0.624
N 1.151 -0.588 -1.911
H -2.811 1.765 0.174
H -1.348 0.593 -1.154
H -1.124 -0.889 1.492
H -0.886 -1.591 -0.183
H 1.342 -1.196 1.541
H 1.394 0.428 0.959
H 1.844 -2.227 -0.786
H 2.770 -0.698 -0.604
H 1.669 0.003 -2.530
H 0.361 -0.046 -1.535
```

orbital gap	9.9729	eV
E_HOMO	-0.3309	hartree
SMILES	[H]/N=C/NCCCN

=====

--- four ---
The following is a quantum chemistry calculation of an isolated molecule of C4H11N3, from the OMol25 dataset.

XYZ file:
```
18
C4H11N3 ωB97M-V with the def2-TZVPD basis set
H -0.135 -1.745 2.846
N 0.138 -0.817 2.555
C -0.437 -0.326 1.540
N -1.604 -0.813 0.967
N 0.023 0.899 1.060
C -0.063 1.331 -0.322
C 0.925 0.708 -1.283
C 0.675 -0.762 -1.547
H -1.818 -0.604 0.006
H -2.393 -1.043 1.548
H 0.908 1.126 1.492
H -1.077 1.126 -0.676
H -0.049 2.418 -0.314
H 1.933 0.821 -0.853
H 0.992 1.255 -2.226
H -0.256 -0.995 -2.058
H 1.490 -1.220 -2.108
H 0.748 -1.359 -0.626
```

orbital gap	9.6245	eV
E_HOMO	-0.3168	hartree
SMILES	[H]/N=C(\N)NCCC

=====

Which one sits at the top of the stability order? four does.

=====

--- one ---
The following is a quantum chemistry calculation of an isolated molecule of C12H22Si2, from the OMol25 dataset.

XYZ file:
```
36
C12H22Si2 ωB97M-V with the def2-TZVPD basis set
C 0.593 -0.098 4.443
Si -0.090 1.027 3.074
C -1.917 1.391 3.285
C 0.798 2.663 3.291
C 0.302 0.470 1.334
C -0.082 -0.830 1.062
C -0.128 -1.314 -0.232
C 0.318 -0.501 -1.279
Si 0.079 -1.073 -3.033
C -1.792 -1.129 -3.405
C 0.898 0.010 -4.332
C 0.730 -2.803 -3.310
C 0.819 0.749 -0.977
C 0.805 1.251 0.320
H 1.656 0.013 4.555
H 0.117 0.214 5.350
H 0.380 -1.162 4.314
H -2.226 1.945 2.389
H -2.442 0.442 3.218
H -2.206 1.988 4.170
H 0.293 3.440 2.746
H 0.817 3.007 4.316
H 1.800 2.582 2.923
H -0.412 -1.485 1.846
H -0.587 -2.246 -0.463
H -2.267 -1.906 -2.784
H -2.016 -1.381 -4.460
H -2.188 -0.132 -3.187
H 0.617 -0.357 -5.307
H 0.573 1.061 -4.163
H 1.968 0.038 -4.262
H -0.060 -3.523 -3.101
H 1.588 -3.010 -2.678
H 0.969 -2.979 -4.348
H 1.160 1.375 -1.800
H 1.134 2.263 0.484
```

orbital gap	10.0277	eV
E_HOMO	-0.3390	hartree
SMILES	C[Si](C)(C)c1ccc([Si](C)(C)C)cc1

=====

--- two ---
The following is a quantum chemistry calculation of an isolated molecule of C12H22Si2, from the OMol25 dataset.

XYZ file:
```
36
C12H22Si2 ωB97M-V with the def2-TZVPD basis set
C 0.404 -4.078 -0.403
Si -0.922 -3.038 0.593
C -2.604 -3.201 -0.142
C -0.897 -3.520 2.457
C -0.465 -1.312 0.349
C -0.127 -0.826 -0.963
C 0.337 0.399 -1.188
C 0.498 1.255 -0.117
Si 0.839 3.042 -0.458
C 0.131 3.365 -2.202
C 2.623 3.348 -0.726
C 0.102 4.180 0.851
C 0.316 0.859 1.182
C -0.202 -0.454 1.424
H 0.835 -3.517 -1.263
H -0.108 -4.951 -0.795
H 1.225 -4.331 0.218
H -2.801 -4.300 -0.218
H -2.582 -2.877 -1.185
H -3.328 -2.508 0.313
H -1.245 -2.895 3.266
H -1.494 -4.498 2.591
H 0.145 -3.851 2.576
H -0.195 -1.486 -1.817
H 0.663 0.695 -2.111
H 0.565 4.264 -2.633
H -0.928 3.365 -2.198
H 0.534 2.563 -2.903
H 2.997 2.719 -1.555
H 3.073 3.153 0.223
H 2.821 4.411 -1.030
H -0.967 3.818 0.942
H 0.030 5.309 0.737
H 0.649 3.904 1.782
H 0.463 1.644 1.908
H -0.384 -0.650 2.495
```

orbital gap	9.7556	eV
E_HOMO	-0.3296	hartree
SMILES	C[Si](C)(C)c1ccc([Si](C)(C)C)cc1

=====

Which one sits at the top of the stability order? one does.